86
Properties=species:S:1:pos:R:3:mulliken_charge:R:1 method="wB97M-V/def2-TZVPD" multiplicity=3 e_above_lowest_kcal_mol=102.0 orbital_gap_ev="8.36 / 7.82" total_charge=-1
Pd -1.533 -1.544 -2.785 0.0930
P -0.743 -0.038 -1.099 1.8746
O -0.320 0.965 0.075 0.8937
O -0.321 0.106 -2.566 -1.1176
O -2.255 -0.322 -1.353 -1.3382
O -0.213 -1.516 -1.032 -0.9411
C -1.955 -1.577 2.042 0.8392
C -0.520 -2.079 2.137 1.3853
O -0.672 -3.333 2.804 -0.3425
C -1.928 -3.795 2.527 0.4360
O -2.386 -4.935 2.733 -0.5794
O -2.665 -2.778 1.932 -0.4028
F 0.237 -1.307 2.960 -0.3793
H -2.130 -1.124 1.066 -0.9706
H -2.199 -0.817 2.784 0.3120
H 0.008 -2.175 1.188 -0.5640
C 0.244 3.256 2.317 0.2020
C -0.969 2.428 2.643 1.6026
O -2.005 3.152 2.102 -0.2132
C -1.651 4.444 2.040 0.4939
O -2.388 5.350 1.774 -0.5262
O -0.346 4.555 2.477 -0.4370
F -1.028 2.293 4.023 -0.4042
H 0.679 3.085 1.333 -0.1409
H 1.090 3.135 2.994 0.3119
H -0.908 1.421 2.231 -0.8926
C 2.605 0.533 1.691 0.2680
C 2.902 -0.834 2.137 1.4222
O 2.871 -0.752 3.544 -0.4090
C 2.969 0.516 3.933 0.5776
O 3.059 0.927 5.079 -0.6039
O 2.853 1.324 2.878 -0.4611
F 4.154 -1.100 1.765 -0.3854
H 1.550 0.570 1.419 -0.1475
H 3.318 0.940 0.975 0.1798
H 2.335 -1.638 1.668 -0.4054
C -2.109 3.164 -1.516 1.2440
C -2.572 2.830 -2.972 0.6679
O -2.090 3.984 -3.696 -0.3627
C -1.850 4.985 -2.807 0.5399
O -1.660 6.182 -3.057 -0.6151
O -1.988 4.564 -1.569 -0.3595
F -3.929 2.935 -2.953 -0.3485
H -1.116 2.730 -1.402 -1.0289
H -2.856 2.812 -0.804 -0.1080
H -2.298 1.830 -3.308 0.2498
C 1.595 2.283 -2.763 0.8711
C 2.227 2.293 -1.370 1.4929
O 2.711 3.663 -1.377 -0.4450
C 2.819 4.142 -2.612 0.5617
O 3.414 5.175 -2.824 -0.5960
O 2.145 3.377 -3.439 -0.3815
F 3.235 1.426 -1.341 -0.3133
H 0.559 2.523 -2.523 -0.6454
H 1.675 1.306 -3.240 0.2536
H 1.577 2.115 -0.513 -0.8526
C 3.471 -1.651 -1.476 0.4084
C 2.942 -1.895 -2.810 0.8701
O 3.854 -2.809 -3.405 -0.3956
C 4.421 -3.576 -2.393 0.5768
O 5.073 -4.578 -2.635 -0.5391
O 4.134 -2.909 -1.196 -0.3969
F 3.112 -0.744 -3.431 -0.3204
H 2.651 -1.281 -0.860 -0.6769
H 4.129 -0.787 -1.375 0.2967
H 1.902 -2.218 -2.855 0.1440
C 0.337 -5.319 0.309 -0.1066
C 1.411 -4.373 -0.072 0.5868
O 2.316 -5.308 -0.692 -0.3289
C 1.597 -6.155 -1.314 0.5972
O 1.975 -6.854 -2.240 -0.6072
O 0.440 -6.239 -0.726 -0.3600
F 1.994 -3.910 0.995 -0.3340
H -0.613 -4.791 0.382 0.1093
H 0.676 -5.757 1.248 0.3147
H 0.995 -3.567 -0.677 0.0857
C -4.738 -0.568 0.363 -0.1667
C -4.240 0.858 0.325 1.4962
O -4.626 1.439 1.602 -0.3641
C -5.491 0.606 2.217 0.5873
O -5.981 0.847 3.349 -0.6085
O -5.570 -0.542 1.527 -0.3730
F -4.835 1.548 -0.620 -0.3450
H -4.042 -1.405 0.307 0.1989
H -5.368 -0.635 -0.524 0.3517
H -3.152 0.911 0.329 -0.7555